DFT (the ωB97M-V functional and the def2-TZVPD basis) results for a 14-piece molecular cluster, C28H84N2O14 overall.

Structure (ORCA input):
```
! RIJCOSX wB97M-V def2-TZVPD def2/J DEFGRID3
* xyz 0 1
C -0.140 -0.097 0.054
O -0.547 -1.133 0.917
H -0.941 -0.119 -0.700
H 0.803 -0.337 -0.426
H -0.019 0.807 0.624
H -1.269 -1.658 0.449
C -2.149 3.292 1.452
O -1.401 4.278 0.685
H -3.135 3.046 1.041
H -2.188 3.618 2.475
H -1.528 2.371 1.363
H -0.873 3.839 -0.045
C 2.772 2.829 -0.015
O 3.703 3.578 -0.701
H 1.840 3.439 0.166
H 3.288 2.560 0.906
H 2.623 1.912 -0.549
H 4.016 4.263 -0.101
C 0.375 -2.733 -2.474
O -0.600 -2.109 -3.221
H 0.262 -3.730 -2.233
H 0.581 -2.240 -1.575
H 1.304 -2.856 -3.000
H -1.319 -2.719 -3.449
C 0.432 4.020 -1.994
O -0.002 2.848 -1.373
H 1.515 4.059 -2.037
H 0.075 4.935 -1.542
H 0.154 4.170 -2.955
H 0.226 2.108 -1.918
C 3.512 0.180 2.640
O 2.171 -0.157 2.611
H 4.217 -0.599 2.880
H 3.760 0.894 3.409
H 3.822 0.649 1.720
H 1.744 0.626 2.221
C 0.963 3.143 3.268
O 0.813 2.052 2.414
N 0.658 4.302 2.837
N 1.424 3.067 4.426
H 0.260 4.329 1.905
H 0.771 5.128 3.385
H 1.815 2.176 4.769
H 1.453 3.849 4.986
C -1.822 -3.938 0.868
C -2.417 -3.783 -0.479
C -3.792 -4.426 -0.442
O -2.396 -2.565 -0.889
H -0.699 -3.892 0.863
H -1.951 -4.921 1.277
H -2.326 -3.283 1.541
H -1.888 -4.371 -1.186
H -4.149 -4.556 -1.413
H -4.602 -3.882 -0.006
H -3.701 -5.383 -0.005
H -2.696 -2.519 -1.806
C -0.475 -0.010 4.313
C -1.735 0.143 3.513
C -2.512 -1.195 3.537
O -2.521 1.090 3.899
H -0.683 -0.108 5.359
H 0.106 0.882 4.174
H 0.186 -0.777 3.903
H -1.304 0.410 2.517
H -1.948 -2.015 3.020
H -3.429 -0.996 2.969
H -2.638 -1.492 4.513
H -3.307 1.011 3.376
C -2.905 3.442 -3.983
C -2.328 2.076 -4.037
C -2.979 0.998 -3.123
O -2.390 1.552 -5.172
H -2.864 4.038 -4.870
H -2.395 4.069 -3.205
H -3.930 3.479 -3.668
H -1.300 2.098 -3.765
H -2.977 1.282 -2.051
H -2.520 -0.008 -3.240
H -4.020 0.878 -3.447
H -1.696 0.926 -5.130
C 3.630 -1.248 -1.122
C 4.905 -0.427 -1.166
C 5.864 -0.958 -0.100
O 5.582 -0.645 -2.200
H 3.193 -1.224 -0.120
H 3.825 -2.271 -1.472
H 2.863 -0.878 -1.660
H 4.574 0.615 -1.220
H 6.275 -1.919 -0.363
H 5.394 -0.809 0.843
H 6.639 -0.153 -0.019
H 6.135 0.047 -2.432
C 4.109 -3.623 1.482
C 2.902 -4.020 2.411
C 1.618 -3.354 1.944
O 2.726 -5.195 2.795
H 4.278 -2.506 1.667
H 3.959 -3.912 0.432
H 4.929 -4.167 1.899
H 3.103 -3.566 3.350
H 0.717 -3.920 2.154
H 1.601 -3.053 0.902
H 1.493 -2.404 2.404
H 2.837 -5.184 3.699
C 0.891 0.538 -5.301
C 1.413 0.377 -3.875
C 2.463 1.415 -3.446
O 0.553 0.443 -3.005
H 0.382 1.581 -5.430
H 0.097 -0.059 -5.569
H 1.587 0.407 -6.164
H 1.901 -0.562 -3.754
H 3.345 1.229 -4.098
H 2.890 1.182 -2.419
H 2.207 2.433 -3.636
H 0.006 -0.330 -3.092
C -3.852 -0.107 0.543
C -5.076 0.417 1.232
C -6.122 -0.656 1.581
O -4.825 1.084 2.274
H -2.976 0.503 0.789
H -4.135 -0.131 -0.516
H -3.717 -1.147 0.762
H -5.609 1.157 0.559
H -6.067 -1.068 2.553
H -6.065 -1.588 1.064
H -7.168 -0.252 1.445
H -5.512 1.780 2.372
*
```

Calculated values
Orbital gap in eV: 8.5
Max |F| in eV Å⁻¹: 11.333
E in eV: -62031.5769